[1]
{"formula": "C40H92BrClIInO3P", "method": "ωB97M-V/def2-TZVPD", "homo_energy_ev": -5.46, "charge": -1, "homo_lumo_gap_ev": 7.276, "total_energy_ev": -154248.459, "symbols": ["C", "C", "C", "Br", "In", "C", "C", "C", "Cl", "C", "C", "C", "I", "C", "P", "O", "O", "O", "H", "H", "H", "H", "H", "H", "H", "H", "H", "H", "H", "H", "H", "H", "H", "H", "H", "H", "H", "H", "H", "H", "C", "C", "C", "C", "C", "C", "H", "H", "H", "H", "H", "H", "H", "H", "H", "H", "H", "H", "H", "H", "C", "C", "C", "C", "C", "C", "H", "H", "H", "H", "H", "H", "H", "H", "H", "H", "H", "H", "H", "H", "C", "C", "C", "C", "C", "C", "H", "H", "H", "H", "H", "H", "H", "H", "H", "H", "H", "H", "H", "H", "C", "C", "C", "C", "C", "C", "H", "H", "H", "H", "H", "H", "H", "H", "H", "H", "H", "H", "H", "H", "C", "C", "C", "C", "C", "C", "H", "H", "H", "H", "H", "H", "H", "H", "H", "H", "H", "H", "H", "H"], "coordinates": [[5.6058, 5.5111, 5.7639], [4.6269, 4.5279, 6.4166], [3.3351, 5.2510, 6.7526], [2.1470, 4.0228, 7.7520], [2.2547, 6.1806, 5.0244], [0.1097, 5.5802, 4.9287], [-0.7311, 6.7172, 4.3246], [-1.8038, 6.2324, 3.3665], [-1.1135, 5.8598, 1.7585], [3.0831, 5.6238, 3.0254], [3.4977, 4.1582, 2.9800], [3.6078, 3.6163, 1.5398], [2.5772, 1.7631, 1.2520], [2.2759, 8.3999, 5.3912], [3.2290, 9.3347, 4.2787], [3.2320, 10.7925, 4.4366], [2.7487, 8.9357, 2.7996], [4.7370, 8.7828, 4.3887], [5.5191, 6.4938, 6.2287], [6.6337, 5.1783, 5.8974], [5.3927, 5.6191, 4.7017], [4.4383, 3.6819, 5.7575], [5.0850, 4.1372, 7.3304], [3.5770, 6.0143, 7.4895], [-0.2234, 5.3452, 5.9358], [0.0430, 4.6927, 4.2990], [-0.1134, 7.4301, 3.7748], [-1.2237, 7.2657, 5.1290], [-2.5717, 6.9841, 3.1989], [-2.2794, 5.3292, 3.7377], [2.2638, 5.7635, 2.3158], [3.9237, 6.2558, 2.7158], [2.7753, 3.5449, 3.5157], [4.4763, 4.0221, 3.4375], [4.6382, 3.4553, 1.2362], [3.1596, 4.3000, 0.8259], [2.6765, 8.6105, 6.3818], [1.2655, 8.8044, 5.3444], [2.5994, 7.9835, 2.7078], [4.8403, 7.9204, 3.9698], [-2.8517, -2.8530, 2.2060], [-3.5648, -1.5702, 1.7875], [-2.8280, -0.7970, 0.6955], [-1.4326, -0.3054, 1.0836], [-1.3881, 0.5936, 2.3173], [-2.1722, 1.8927, 2.1549], [-1.8687, -2.6472, 2.6310], [-3.4280, -3.3929, 2.9595], [-2.7161, -3.5180, 1.3488], [-3.7196, -0.9345, 2.6631], [-4.5617, -1.8256, 1.4165], [-3.4422, 0.0538, 0.3881], [-2.7370, -1.4373, -0.1900], [-1.0093, 0.2409, 0.2347], [-0.7739, -1.1642, 1.2446], [-0.3455, 0.8410, 2.5235], [-1.7521, 0.0515, 3.1952], [-1.7982, 2.4689, 1.3063], [-2.0757, 2.5171, 3.0437], [-3.2370, 1.7077, 1.9970], [-2.9720, -4.6908, -4.8207], [-2.9059, -3.7652, -3.6093], [-2.6724, -4.5006, -2.2915], [-3.7698, -5.4940, -1.9071], [-5.1717, -4.8997, -1.7942], [-5.2782, -3.8273, -0.7154], [-3.8045, -5.3927, -4.7518], [-3.1029, -4.1155, -5.7388], [-2.0490, -5.2672, -4.9168], [-3.8218, -3.1706, -3.5515], [-2.0910, -3.0508, -3.7527], [-2.5504, -3.7636, -1.4924], [-1.7211, -5.0391, -2.3485], [-3.5018, -5.9488, -0.9475], [-3.7901, -6.3145, -2.6310], [-5.8719, -5.7087, -1.5647], [-5.4906, -4.4862, -2.7551], [-4.9919, -4.2300, 0.2589], [-6.2979, -3.4479, -0.6340], [-4.6288, -2.9770, -0.9305], [1.1521, -2.6761, -5.2412], [1.0867, -2.5594, -6.7616], [0.0600, -3.4947, -7.3977], [0.3219, -4.9837, -7.1692], [1.6772, -5.4863, -7.6628], [1.8709, -5.3348, -9.1689], [1.4560, -3.6751, -4.9247], [1.8701, -1.9690, -4.8249], [0.1785, -2.4638, -4.7941], [2.0775, -2.7430, -7.1866], [0.8293, -1.5313, -7.0279], [0.0082, -3.2921, -8.4713], [-0.9308, -3.2540, -6.9991], [-0.4688, -5.5546, -7.6672], [0.2265, -5.2081, -6.1033], [1.7714, -6.5424, -7.3971], [2.4837, -4.9687, -7.1367], [1.0928, -5.8712, -9.7163], [2.8358, -5.7368, -9.4807], [1.8378, -4.2888, -9.4767], [-5.3166, -10.2883, 2.7420], [-4.5247, -9.6736, 1.5913], [-5.2094, -8.4641, 0.9579], [-6.5714, -8.7489, 0.3237], [-6.5640, -9.8170, -0.7678], [-5.6996, -9.4500, -1.9708], [-6.2858, -10.6639, 2.4101], [-4.7755, -11.1255, 3.1849], [-5.4930, -9.5514, 3.5282], [-4.3309, -10.4363, 0.8318], [-3.5460, -9.3599, 1.9627], [-4.5401, -8.0301, 0.2094], [-5.3415, -7.6919, 1.7224], [-6.9577, -7.8156, -0.0988], [-7.2817, -9.0410, 1.1023], [-7.5924, -9.9720, -1.1047], [-6.2332, -10.7745, -0.3559], [-6.0356, -8.5110, -2.4166], [-5.7541, -10.2229, -2.7386], [-4.6503, -9.3346, -1.6954], [5.7829, 7.7863, 1.0364], [4.8026, 7.2082, 0.0216], [5.1335, 5.7768, -0.3946], [6.4871, 5.6030, -1.0859], [6.6768, 6.4464, -2.3455], [5.6761, 6.1221, -3.4510], [6.7980, 7.8343, 0.6381], [5.4899, 8.7959, 1.3253], [5.8089, 7.1723, 1.9413], [4.7619, 7.8563, -0.8584], [3.7982, 7.2225, 0.4524], [4.3395, 5.4011, -1.0466], [5.1161, 5.1408, 0.4948], [6.6108, 4.5463, -1.3454], [7.2899, 5.8344, -0.3806], [7.6899, 6.2825, -2.7232], [6.6145, 7.5091, -2.0970], [5.7411, 5.0701, -3.7373], [5.8687, 6.7233, -4.3410], [4.6508, 6.3216, -3.1371]]}

[2]
{"formula": "C40H92BrO13PS", "method": "ωB97M-V/def2-TZVPD", "homo_energy_ev": -9.09, "smiles": "C#C[C@]1(P(C)O)OS(=O)(=O)O[C@@H]1C[C@@H](C)Br.CCOCC.CCOCC.CCOCC.CCOCC.CCOCC.CCOCC.CCOCC.CCOCC", "homo_lumo_gap_ev": 9.188, "total_energy_ev": -159747.375, "symbols": ["C", "C", "C", "P", "C", "O", "O", "S", "O", "O", "O", "C", "C", "C", "C", "Br", "H", "H", "H", "H", "H", "H", "H", "H", "H", "H", "H", "H", "C", "C", "O", "C", "C", "H", "H", "H", "H", "H", "H", "H", "H", "H", "H", "C", "C", "O", "C", "C", "H", "H", "H", "H", "H", "H", "H", "H", "H", "H", "C", "C", "O", "C", "C", "H", "H", "H", "H", "H", "H", "H", "H", "H", "H", "C", "C", "O", "C", "C", "H", "H", "H", "H", "H", "H", "H", "H", "H", "H", "C", "C", "O", "C", "C", "H", "H", "H", "H", "H", "H", "H", "H", "H", "H", "C", "C", "O", "C", "C", "H", "H", "H", "H", "H", "H", "H", "H", "H", "H", "C", "C", "O", "C", "C", "H", "H", "H", "H", "H", "H", "H", "H", "H", "H", "C", "C", "O", "C", "C", "H", "H", "H", "H", "H", "H", "H", "H", "H", "H"], "coordinates": [[1.6594, 7.6323, 2.8814], [1.7598, 6.7494, 2.0337], [1.8074, 5.3655, 1.2661], [2.6011, 3.9164, 2.2438], [2.3227, 2.2822, 1.3559], [1.7811, 3.8357, 3.7336], [2.7837, 5.6677, 0.1986], [2.0309, 6.5295, -1.0028], [2.5494, 6.3884, -2.3791], [2.0574, 7.9958, -0.7986], [0.5233, 5.9099, -0.7525], [0.4849, 5.0267, 0.4375], [-0.9400, 5.3643, 1.0436], [-1.9091, 4.1217, 1.2869], [-3.4053, 4.7280, 1.3016], [-1.8917, 2.7511, -0.1378], [1.2645, 8.3642, 3.6330], [2.7018, 1.3715, 1.9058], [1.2013, 2.1527, 1.1717], [2.8082, 2.2475, 0.3215], [0.8289, 3.6349, 3.6178], [0.6846, 4.0194, -0.0320], [-1.4768, 6.1620, 0.4420], [-0.7620, 5.8337, 2.0735], [-1.6903, 3.6966, 2.3228], [-3.4937, 5.2917, 0.3102], [-3.5772, 5.4286, 2.1697], [-4.1746, 3.8939, 1.2299], [-0.7543, -1.5821, 3.2859], [0.6777, -1.1275, 3.4764], [0.7842, 0.1402, 4.1034], [0.2626, 0.2420, 5.4201], [0.9568, -0.6689, 6.4179], [-1.3434, -0.8065, 2.7901], [-0.7892, -2.4922, 2.6834], [-1.2363, -1.7971, 4.2429], [1.1444, -1.0246, 2.4933], [1.2625, -1.8753, 4.0227], [-0.8192, 0.0709, 5.4167], [0.4108, 1.2794, 5.7294], [0.7502, -1.7219, 6.2101], [0.6142, -0.4554, 7.4324], [2.0402, -0.5334, 6.3748], [-5.1893, -4.0674, 0.3104], [-4.2815, -3.2636, 1.2239], [-3.0807, -2.8381, 0.5959], [-3.2188, -1.9710, -0.5185], [-3.8829, -0.6481, -0.1762], [-4.6395, -4.8874, -0.1583], [-6.0283, -4.4802, 0.8740], [-5.5990, -3.4481, -0.4913], [-3.9808, -3.8954, 2.0631], [-4.8129, -2.4073, 1.6525], [-3.7443, -2.4791, -1.3341], [-2.2077, -1.7704, -0.8800], [-4.9336, -0.7845, 0.0934], [-3.8425, 0.0321, -1.0297], [-3.3853, -0.1769, 0.6751], [0.3462, -6.5475, 4.4985], [0.5202, -5.1484, 5.0639], [0.7699, -5.1320, 6.4606], [1.9558, -5.7810, 6.8953], [3.2239, -5.1650, 6.3310], [-0.3971, -7.1063, 5.0721], [0.0262, -6.5003, 3.4553], [1.2804, -7.1131, 4.5349], [-0.4082, -4.5923, 4.9108], [1.3039, -4.6005, 4.5294], [1.9071, -6.8526, 6.6754], [1.9743, -5.6895, 7.9834], [3.3005, -5.3251, 5.2528], [4.1051, -5.6095, 6.7977], [3.2388, -4.0857, 6.5035], [-7.5904, 0.0612, 1.6883], [-8.1078, -1.2742, 1.1816], [-7.9365, -2.3344, 2.1113], [-8.6141, -2.2019, 3.3517], [-10.1251, -2.1358, 3.2117], [-6.5614, -0.0330, 2.0449], [-7.6223, 0.8092, 0.8931], [-8.1920, 0.4342, 2.5204], [-7.5408, -1.5531, 0.2898], [-9.1563, -1.2006, 0.8747], [-8.2316, -1.3379, 3.9054], [-8.3541, -3.0850, 3.9390], [-10.4414, -1.2127, 2.7199], [-10.6014, -2.1714, 4.1935], [-10.4935, -2.9698, 2.6096], [1.4367, 2.3027, -7.2857], [0.6561, 3.4553, -6.6794], [0.6285, 3.4311, -5.2612], [1.8843, 3.5395, -4.6057], [2.6072, 4.8430, -4.8927], [1.0925, 1.3480, -6.8799], [1.3179, 2.2893, -8.3713], [2.5043, 2.3851, -7.0686], [-0.3836, 3.3846, -7.0087], [1.0320, 4.4191, -7.0378], [2.5161, 2.6771, -4.8463], [1.6773, 3.4818, -3.5344], [2.9294, 4.9009, -5.9363], [3.4936, 4.9339, -4.2638], [1.9528, 5.6956, -4.7048], [-0.3492, 7.4162, -6.6344], [-0.2582, 6.8047, -8.0217], [-0.9968, 7.5179, -9.0024], [-0.5973, 8.8588, -9.2392], [0.8273, 8.9843, -9.7512], [-1.3921, 7.5768, -6.3508], [0.1211, 6.7616, -5.8973], [0.1549, 8.3844, -6.5895], [-0.6839, 5.7994, -7.9884], [0.7852, 6.6921, -8.3360], [-0.7476, 9.4664, -8.3406], [-1.2789, 9.2526, -9.9962], [1.5539, 8.6990, -8.9865], [1.0383, 10.0147, -10.0446], [0.9864, 8.3317, -10.6131], [2.6867, -3.6975, -5.7043], [2.8889, -3.1708, -4.2939], [3.3132, -1.8172, -4.2522], [2.4217, -0.8607, -4.8048], [1.0808, -0.8014, -4.0936], [3.5707, -3.5080, -6.3178], [2.4925, -4.7720, -5.6859], [1.8384, -3.2143, -6.1945], [3.6775, -3.7533, -3.8118], [1.9861, -3.3073, -3.6891], [2.2917, -1.0358, -5.8782], [2.9127, 0.1101, -4.7072], [0.5037, -1.7162, -4.2507], [0.4874, 0.0365, -4.4666], [1.2205, -0.6839, -3.0161], [5.3913, -9.0563, 2.8305], [5.5686, -7.6582, 3.3974], [5.8216, -7.6433, 4.7940], [7.0058, -8.2942, 5.2283], [8.2754, -7.6805, 4.6637], [4.6484, -9.6148, 3.4050], [5.0686, -9.0071, 1.7883], [6.3245, -9.6232, 2.8635], [4.6413, -7.0996, 3.2486], [6.3516, -7.1118, 2.8612], [6.9550, -9.3659, 5.0088], [7.0249, -8.2022, 6.3163], [8.3520, -7.8406, 3.5855], [9.1557, -8.1265, 5.1311], [8.2920, -6.6017, 4.8361]]}

[3]
{"formula": "C40H97FNO8PS2", "method": "ωB97M-V/def2-TZVPD", "homo_energy_ev": -8.04, "smiles": "CCN(CC)C(=S)SCCCPF.CCOCC.CCOCC.CCOCC.CCOCC.CCOCC.CCOCC.CCOCC.CCOCC", "homo_lumo_gap_ev": 8.283, "total_energy_ev": -94595.907, "symbols": ["C", "C", "N", "C", "C", "C", "S", "S", "C", "C", "C", "P", "F", "H", "H", "H", "H", "H", "H", "H", "H", "H", "H", "H", "H", "H", "H", "H", "H", "H", "C", "C", "O", "C", "C", "H", "H", "H", "H", "H", "H", "H", "H", "H", "H", "C", "C", "O", "C", "C", "H", "H", "H", "H", "H", "H", "H", "H", "H", "H", "C", "C", "O", "C", "C", "H", "H", "H", "H", "H", "H", "H", "H", "H", "H", "C", "C", "O", "C", "C", "H", "H", "H", "H", "H", "H", "H", "H", "H", "H", "C", "C", "O", "C", "C", "H", "H", "H", "H", "H", "H", "H", "H", "H", "H", "C", "C", "O", "C", "C", "H", "H", "H", "H", "H", "H", "H", "H", "H", "H", "C", "C", "O", "C", "C", "H", "H", "H", "H", "H", "H", "H", "H", "H", "H", "C", "C", "O", "C", "C", "H", "H", "H", "H", "H", "H", "H", "H", "H", "H"], "coordinates": [[2.8644, -6.2049, 1.0932], [3.8218, -5.0364, 0.8683], [3.7018, -4.0069, 1.9041], [4.9247, -3.2310, 2.1381], [5.5249, -2.5271, 0.9198], [2.5539, -3.2258, 1.8261], [1.7782, -2.7457, 3.1816], [1.9665, -2.7094, 0.2448], [0.1637, -2.6525, 0.3603], [-0.4655, -3.9137, 0.9096], [-2.0085, -3.8723, 0.7285], [-2.9886, -3.8175, 2.2808], [-1.9177, -3.7203, 3.4576], [2.5302, -6.2664, 2.1229], [3.3778, -7.1294, 0.8461], [2.0096, -6.1306, 0.4302], [3.6364, -4.6294, -0.1234], [4.8443, -5.3981, 0.8420], [4.6776, -2.4674, 2.8671], [5.6652, -3.8673, 2.6114], [5.2343, -1.4838, 0.8471], [5.2957, -3.0110, -0.0252], [6.6070, -2.5376, 1.0174], [-0.1725, -1.7641, 0.8873], [-0.1520, -2.5492, -0.6739], [-0.2190, -4.0795, 1.9505], [-0.0674, -4.7575, 0.3543], [-2.3007, -4.7419, 0.1487], [-2.2873, -3.0003, 0.1473], [-3.4083, -5.1702, 2.3882], [2.2644, 1.1695, -4.0219], [0.8661, 1.0030, -3.4523], [0.8311, 0.3481, -2.1967], [1.5166, 1.0028, -1.1433], [0.9623, 2.3780, -0.8097], [2.7919, 0.2149, -4.0281], [2.2174, 1.5512, -5.0420], [2.8583, 1.8727, -3.4348], [0.2746, 0.3762, -4.1204], [0.3553, 1.9712, -3.3942], [2.5896, 1.0580, -1.3586], [1.4060, 0.3487, -0.2777], [1.1437, 3.0953, -1.6123], [1.4359, 2.7644, 0.0930], [-0.1152, 2.3259, -0.6481], [6.1616, 3.6073, -8.3069], [4.7659, 3.4283, -7.7330], [4.7425, 2.7691, -6.4808], [5.4190, 3.4217, -5.4224], [4.8451, 4.7854, -5.0775], [6.6941, 2.6555, -8.3168], [6.1026, 3.9884, -9.3267], [6.7534, 4.3141, -7.7231], [4.1787, 2.7970, -8.4004], [4.2474, 4.3920, -7.6707], [6.4912, 3.4950, -5.6376], [5.3164, 2.7571, -4.5637], [5.0145, 5.5125, -5.8727], [5.3125, 5.1731, -4.1719], [3.7679, 4.7175, -4.9167], [9.4672, 0.1685, 4.8517], [8.3950, -0.3016, 3.8836], [8.3667, -1.7054, 3.6940], [8.0950, -2.4773, 4.8506], [6.7345, -2.1986, 5.4665], [10.4395, -0.2407, 4.5744], [9.5304, 1.2569, 4.8491], [9.2551, -0.1450, 5.8748], [8.5888, 0.1171, 2.8954], [7.4090, 0.0640, 4.1928], [8.8903, -2.3536, 5.5941], [8.1366, -3.5151, 4.5175], [6.6819, -1.2006, 5.9046], [6.5204, -2.9179, 6.2571], [5.9566, -2.2659, 4.7069], [-6.1145, -0.4142, -1.6856], [-5.6101, -1.8305, -1.4642], [-5.1662, -2.0796, -0.1442], [-6.1467, -1.9437, 0.8696], [-7.3122, -2.9063, 0.7199], [-5.3764, 0.3110, -1.3405], [-6.3061, -0.2445, -2.7456], [-7.0441, -0.2260, -1.1461], [-4.7405, -2.0071, -2.0991], [-6.3713, -2.5618, -1.7593], [-6.5041, -0.9091, 0.9265], [-5.6274, -2.1502, 1.8049], [-7.9230, -2.6747, -0.1539], [-7.9622, -2.8540, 1.5924], [-6.9501, -3.9301, 0.6091], [2.6416, 10.7900, -5.8955], [2.6980, 9.3079, -6.2265], [3.3558, 8.5271, -5.2461], [2.7681, 8.5245, -3.9585], [1.3583, 7.9580, -3.9279], [3.6367, 11.1636, -5.6512], [2.2545, 11.3506, -6.7466], [1.9915, 10.9920, -5.0428], [3.2732, 9.1633, -7.1413], [1.6927, 8.9165, -6.4198], [2.7913, 9.5297, -3.5225], [3.4213, 7.9015, -3.3468], [0.6487, 8.6053, -4.4458], [1.0179, 7.8524, -2.8976], [1.3301, 6.9800, -4.4102], [12.4903, 4.6212, 4.6629], [11.1223, 4.2809, 5.2302], [11.1690, 3.4810, 6.3971], [11.8249, 4.0545, 7.5130], [11.1742, 5.3309, 8.0195], [13.0851, 3.7160, 4.5350], [12.3844, 5.1124, 3.6954], [13.0456, 5.2950, 5.3172], [10.5654, 3.6921, 4.5004], [10.5408, 5.1921, 5.4108], [12.8851, 4.2220, 7.2919], [11.7829, 3.2932, 8.2921], [11.2820, 6.1520, 7.3089], [11.6367, 5.6422, 8.9564], [10.1081, 5.1744, 8.1882], [-11.4862, -0.2919, 0.5681], [-11.5076, -1.7676, 0.2048], [-10.7872, -2.5881, 1.1036], [-11.2548, -2.6007, 2.4411], [-12.6755, -3.1180, 2.5876], [-10.4612, 0.0467, 0.7262], [-11.9326, 0.2991, -0.2321], [-12.0477, -0.0901, 1.4816], [-11.0241, -1.9083, -0.7628], [-12.5382, -2.1256, 0.0982], [-11.1542, -1.6072, 2.8936], [-10.5712, -3.2600, 2.9773], [-13.4023, -2.4314, 2.1498], [-12.9274, -3.2378, 3.6417], [-12.7870, -4.0796, 2.0846], [-12.7261, -6.9733, -1.0975], [-13.6338, -7.0370, 0.1195], [-14.3022, -5.8202, 0.3971], [-15.1798, -5.3512, -0.6091], [-16.3351, -6.2929, -0.9052], [-12.0489, -6.1214, -1.0223], [-12.1357, -7.8865, -1.1740], [-13.2939, -6.8675, -2.0234], [-13.0345, -7.2438, 1.0065], [-14.3528, -7.8587, 0.0250], [-14.6253, -5.1190, -1.5256], [-15.5712, -4.4064, -0.2304], [-15.9961, -7.2148, -1.3803], [-17.0457, -5.8154, -1.5801], [-16.8519, -6.5636, 0.0163]]}